Entry 1:
Below is Br3H3Si2 in the gas phase in a non-equilibrium geometry, with properties calculated with ωB97M-V/def2-TZVPD.

Cartesian coordinates (Å):
Br 2.46380 1.19458 0.29934
Si 1.04563 -0.28995 -0.59281
Si -0.95370 0.15916 0.62111
Br -1.92583 1.97466 -0.26870
Br -2.32453 -1.53815 0.07168
H 1.22344 -0.23969 -2.08207
H 1.53711 -1.57622 -0.10299
H -1.06592 0.31561 2.05445

Results
SMILES: Br[SiH2][SiH](Br)Br
Net charge: 0
Relative energy (zero: lowest compared OMol25 entry of this formula, charge and spin) (kJ/mol): 0.0
Spin multiplicity: 1
HOMO level (eV): -10.1
E_tot (eV): -225934.4405

Entry 2:
Below is a 7-piece molecular cluster, C2H16O5S overall in a non-equilibrium geometry, with properties calculated with ωB97M-V/def2-TZVPD.

Cartesian coordinates (Å):
C 2.23640 0.68236 -1.74247
C 1.45026 -0.33590 -0.88775
S 2.37942 -0.60670 0.68929
H 3.23320 0.35933 -2.02345
H 1.52840 0.78420 -2.57383
H 2.29895 1.59875 -1.23465
H 1.44393 -1.38439 -1.32191
H 0.49885 0.10457 -0.69624
H 1.47777 1.08953 1.85291
H -1.80705 1.01192 1.41400
H -0.81401 2.02384 1.75092
O -1.66914 1.92317 1.35045
H -2.21214 -1.14637 0.12517
H -1.98033 -1.95027 -1.67888
O -1.67710 -1.31174 -1.09423
H 0.56203 -2.44695 1.51650
H 1.06673 1.25084 3.57552
O 0.86193 1.42381 2.61890
H 0.31742 -3.12664 1.29090
H -2.68625 -1.78065 1.55007
O -2.42124 -0.89106 1.14725
H -1.64658 1.62208 -1.62219
H -1.28516 0.09197 -1.79733
O -1.15631 1.01430 -2.20897

Results
Net charge: 0
Relative energy (zero: lowest compared OMol25 entry of this formula, charge and spin) (kJ/mol): 798.8
Spin multiplicity: 1
HOMO level (eV): -9.3
E_tot (eV): -23398.7073

Entry 3:
Below is C31H43BGaN4O13P2 as an isolated structure, with properties calculated with ωB97M-V/def2-TZVPD.

Cartesian coordinates (Å):
Ga 1.27288 -0.74840 1.27080
O 4.36776 -2.70132 3.69260
P 2.84063 -2.74237 3.17496
O 1.97346 -3.39363 4.18284
O 2.53852 -1.33679 2.70481
O 3.00257 -3.66205 1.85770
P 1.88106 -3.91109 0.70739
O 2.80394 -3.88844 -0.60699
O 1.22383 -5.21704 0.86033
O 1.00016 -2.66933 0.67830
H 4.45281 -3.37478 4.36787
H 3.13829 -2.99348 -0.74347
C -4.85012 -1.30934 -3.94437
O -3.49472 -1.21632 -3.56804
C -2.78045 -0.13437 -4.00909
C -3.25836 0.83049 -4.87664
C -2.44720 1.90676 -5.23606
C -1.17366 2.00814 -4.71177
C -0.69262 1.04335 -3.83247
C -1.47921 -0.04364 -3.47924
N -1.08042 -1.05102 -2.59903
C -0.06904 -0.81077 -1.63415
N 1.16593 -0.86669 -2.16525
C 2.44538 -0.68540 -1.58597
C 2.68431 -0.54747 -0.22386
C 4.02713 -0.40129 0.15563
C 5.06773 -0.40329 -0.75531
C 4.80497 -0.55366 -2.11530
C 3.49226 -0.69192 -2.52577
O 3.11386 -0.84134 -3.84902
C 4.11615 -1.21316 -4.76797
N -0.34921 -0.55576 -0.40971
C -1.71205 -0.50299 -0.05000
C -2.33096 -1.59232 0.54170
C -3.66914 -1.54123 0.91295
C -4.39761 -0.38619 0.69090
C -3.79859 0.71415 0.08421
C -2.46371 0.65653 -0.29225
O -1.80710 1.67411 -0.92324
C -2.59895 2.67104 -1.53103
H -5.23849 -2.20396 -3.46405
H -4.95667 -1.40444 -5.02902
H -5.41629 -0.43863 -3.60012
H -4.25900 0.75805 -5.27666
H -2.82586 2.65550 -5.91884
H -0.54172 2.84612 -4.97447
H 0.29372 1.14434 -3.40236
H -1.86859 -1.55024 -2.20896
H 1.19287 -1.17670 -3.12491
H 4.25403 -0.31857 1.21247
H 6.09329 -0.30597 -0.41913
H 5.61579 -0.56991 -2.82902
H 3.60688 -1.45874 -5.69748
H 4.66977 -2.08557 -4.41229
H 4.81652 -0.39347 -4.95101
H -1.73348 -2.47991 0.70653
H -4.13145 -2.40197 1.37718
H -5.43712 -0.32781 0.98735
H -4.37742 1.61040 -0.08945
H -1.92190 3.27091 -2.13489
H -3.08491 3.31463 -0.78946
H -3.36015 2.22602 -2.18005
C 2.55318 3.99014 1.58225
C 1.17035 3.45703 1.22001
C 0.62930 4.21977 0.01853
O 1.33943 2.09301 0.82706
B 0.85124 1.23609 1.81235
O 0.26007 1.97576 2.81732
C 0.18216 3.35609 2.43586
C 0.57215 4.19846 3.64255
C -1.27466 3.62374 2.06417
H 3.20815 3.84000 0.72421
H 2.97692 3.44044 2.42111
H 2.52737 5.05386 1.82563
H 1.38185 4.20305 -0.77087
H 0.41161 5.26055 0.26811
H -0.26690 3.73913 -0.36378
H 1.52541 3.87257 4.05206
H -0.18484 4.08784 4.41918
H 0.64184 5.25547 3.37736
H -1.58692 2.95054 1.26543
H -1.43021 4.65612 1.74696
H -1.89888 3.42670 2.93574
C -0.97211 -4.53216 4.53072
N -1.10322 -3.13790 4.17223
C -1.42750 -2.20760 5.22816
C -0.52468 -2.69577 3.04526
O -0.38864 -1.51105 2.76205
H -1.92139 -4.91250 4.91652
H -0.19332 -4.65777 5.28639
H -0.68075 -5.10525 3.65318
H -2.40484 -2.44964 5.65224
H -1.44338 -1.20290 4.81373
H -0.67262 -2.25440 6.01879
H -0.20644 -3.49720 2.37113

Results
Net charge: -1
Relative energy (zero: lowest compared OMol25 entry of this formula, charge and spin) (kJ/mol): 3.1
Spin multiplicity: 1
HOMO level (eV): -5.2
E_tot (eV): -137066.9903

Entry 4:
Below is C21H26ClO3P2Tl as an isolated structure in a non-equilibrium geometry, with properties calculated with ωB97M-V/def2-TZVPD.

Cartesian coordinates (Å):
Tl -0.19338 0.51059 2.40155
Cl 2.10473 1.83952 3.27275
P 0.15092 -1.13746 -0.17201
C -0.82123 -0.48524 -1.54711
C -2.08727 -0.97160 -1.89577
C -2.77393 -0.38933 -2.96218
C -2.20152 0.67716 -3.65133
C -0.98035 1.21661 -3.24965
C -0.29316 0.65311 -2.17856
C 1.57245 -1.90562 -0.95014
C 2.52108 -2.52590 -0.11258
C 3.67237 -3.06152 -0.68133
C 3.86774 -3.02002 -2.07112
C 2.90999 -2.42542 -2.89389
C 1.76560 -1.87150 -2.33870
C -0.79401 -2.57667 0.43140
C -1.29152 -2.52529 1.74457
C -1.97297 -3.59522 2.29838
C -2.16959 -4.73453 1.51751
C -1.68561 -4.81970 0.20947
C -0.99357 -3.73594 -0.32894
H 2.35420 -2.57271 0.96133
H 4.41943 -3.52053 -0.04087
H 4.77186 -3.45021 -2.51238
H 3.05146 -2.36424 -3.96669
H 1.00213 -1.41466 -2.97926
H -2.55360 -1.74873 -1.29194
H -3.77199 -0.72511 -3.21341
H -2.72453 1.12096 -4.50027
H -0.56898 2.09132 -3.74607
H 0.60861 1.11619 -1.77502
H -1.13469 -1.62470 2.33427
H -2.34370 -3.54220 3.32951
H -2.71574 -5.57074 1.94315
H -1.84188 -5.71936 -0.38824
H -0.59280 -3.79304 -1.34183
H -3.50679 0.06536 0.43988
H -3.36207 -0.45622 0.98611
C 1.86653 3.46840 0.23041
O 0.46387 3.31049 -0.00119
P -0.81012 3.76172 0.88095
O -0.47710 5.28515 1.34787
C 0.73115 5.88355 1.75138
O -0.58579 2.96372 2.35837
C -0.57471 3.36357 3.76130
H 2.20546 4.44187 -0.17403
H 2.29922 2.67422 -0.36831
H 2.18503 3.33904 1.27464
H 1.33775 5.31080 2.44358
H 1.33596 6.18974 0.91820
H 0.36355 6.76724 2.26499
H 0.47771 3.22666 4.11082
H -0.96696 4.37432 3.86744
H -1.24925 2.63210 4.25300

Results
Net charge: +2
Spin multiplicity: 1
HOMO level (alpha / beta) (eV): -14.9 / -14.9
E_tot (eV): -64116.4129

Entry 5:
Below is C32H22F4N4O8ReS3 as an isolated structure in a non-equilibrium geometry, with properties calculated with ωB97M-V/def2-TZVPD.

Cartesian coordinates (Å):
Re -1.61228 -0.41592 0.01473
O -1.70279 -5.85514 1.26511
C -0.61795 -5.40529 1.91190
C 0.07919 -6.31309 2.71075
C 1.21296 -5.92729 3.39320
C 1.68291 -4.62164 3.29798
C 0.99766 -3.70390 2.53487
C -0.15987 -4.07433 1.83915
C -0.86253 -3.05795 1.06754
O -0.57062 -1.81555 1.20625
N -1.83415 -3.40483 0.23677
N -2.35706 -2.33393 -0.37562
C -3.37373 -2.52568 -1.16990
S -3.98931 -4.13243 -1.44935
C -5.47495 -3.54419 -2.34391
C -5.10199 -2.29865 -3.11065
S -4.16820 -1.20308 -1.97645
H -2.06163 -5.14108 0.70384
H -0.29499 -7.32335 2.76393
H 1.74110 -6.64850 3.99914
H 2.58221 -4.32914 3.81630
H 1.34665 -2.68681 2.44247
H -6.24229 -3.34096 -1.59683
H -5.80249 -4.34731 -3.00195
H -5.97799 -1.74546 -3.44689
H -4.45304 -2.52424 -3.95670
O -1.87119 6.25145 4.31429
C -1.29182 5.07259 4.59498
O -0.45023 5.00304 5.44925
C -1.75763 3.88667 3.81579
C -1.07662 2.68411 4.01337
C -1.47635 1.53444 3.37078
C -2.57499 1.56934 2.51315
S -3.14181 0.08546 1.78112
C -3.25758 2.76333 2.29963
C -2.84620 3.91203 2.94438
H -2.49717 6.19102 3.58190
H -0.24182 2.67426 4.69717
H -0.95864 0.59934 3.52609
H -4.10766 2.78951 1.63320
H -3.41490 4.81530 2.76205
F 2.11182 -1.69603 -0.47659
C 1.60878 -0.43606 -0.57305
C 0.57029 0.96538 -1.76231
N 0.29551 2.25800 -1.16265
C -0.80906 2.98833 -1.74550
C -2.11822 2.14592 -1.76430
O -2.96981 2.36662 -2.59300
O -2.20133 1.24569 -0.84594
C 0.61882 2.50790 0.13363
O 0.24861 3.49386 0.72828
N 1.50162 1.63625 0.81202
C 1.95615 0.34675 0.72589
O 2.63561 -0.14607 1.58036
H 0.12324 0.94627 -2.75954
H -0.57322 3.26529 -2.77599
H -0.97585 3.89267 -1.15712
H 1.75950 2.05492 1.70486
F 7.68790 2.54659 -3.46201
C 6.79568 1.99179 -4.30571
F 6.62833 2.86465 -5.30787
F 7.41153 0.91892 -4.83599
C 5.51656 1.61908 -3.61459
C 4.32443 2.28820 -3.89319
C 3.16674 1.91707 -3.25832
C 3.16466 0.85565 -2.31578
C 4.39214 0.19453 -2.04205
C 5.54308 0.57910 -2.67994
C 1.98808 0.48193 -1.68799
C 0.15265 -0.19025 -0.85586
H 4.31147 3.08842 -4.61722
H 2.24060 2.43275 -3.45850
H 4.39762 -0.61121 -1.32674
H 6.47586 0.07494 -2.48011

Results
Net charge: 0
Relative energy (zero: lowest compared OMol25 entry of this formula, charge and spin) (kJ/mol): 53.1
<S²>: 0.792
Spin multiplicity: 2
HOMO level (alpha / beta) (eV): -8.2 / -8.3
E_tot (eV): -101386.4404

Entry 6:
Below is C4H6N2O as an isolated structure, with properties calculated with ωB97M-V/def2-TZVPD.

Cartesian coordinates (Å):
C 1.92173 0.49108 0.11148
C 0.47186 0.26992 -0.17168
C -0.27413 -0.93510 0.12010
N -1.39846 -0.80434 -0.78362
C -1.52410 0.55455 -0.54638
O -2.28770 0.78405 0.46113
N -0.32566 1.22024 -0.61859
H 2.13495 1.56009 0.18379
H 2.54054 0.06257 -0.68502
H 2.20342 -0.00118 1.04799
H 0.20679 -1.90280 0.24488
H -2.23605 -1.28166 -0.47108
H -1.43320 -0.01743 1.10700

Results
Net charge: 0
Relative energy (zero: lowest compared OMol25 entry of this formula, charge and spin) (kJ/mol): 449.7
Spin multiplicity: 1
HOMO level (eV): -9.0
E_tot (eV): -9268.8409